Record 1
{"formula": "C31H68BrFO7P", "method": "wB97M-V/def2-TZVPD", "orbital_gap_ha": 0.2369, "largest_force_ev_per_a": 0.366, "homo_energy_ev": -4.30, "total_charge": -1, "spin_multiplicity": 1, "symbols": ["C", "C", "O", "C", "C", "O", "P", "C", "C", "C", "C", "C", "C", "C", "C", "C", "C", "C", "C", "C", "O", "C", "C", "F", "C", "C", "O", "C", "O", "C", "Br", "C", "C", "H", "H", "H", "H", "H", "H", "H", "H", "H", "H", "H", "H", "H", "H", "H", "H", "H", "H", "H", "H", "H", "H", "H", "H", "H", "H", "H", "H", "H", "H", "H", "H", "H", "H", "H", "H", "H", "H", "H", "H", "H", "H", "H", "H", "H", "H", "H", "H", "H", "H", "H", "H", "C", "C", "C", "O", "H", "H", "H", "H", "H", "H", "H", "H", "C", "C", "C", "O", "H", "H", "H", "H", "H", "H", "H", "H"], "positions_angstrom": [[8.93472, -3.22022, 1.37302], [7.90407, -2.21329, 1.88052], [6.60933, -2.60117, 1.49260], [5.75165, -1.49887, 1.23741], [4.35910, -2.00016, 0.83505], [3.37530, -1.30746, 1.53294], [2.43041, -0.11770, 0.59887], [0.98113, -1.37788, 0.50147], [1.49842, 1.04458, -0.56300], [0.31420, 1.80735, 0.04073], [-0.76349, 2.16878, -1.00639], [-2.08891, 1.40064, -0.84797], [-2.87928, 1.25588, -2.16624], [-3.19208, -0.20164, -2.55564], [-4.62349, -0.65427, -2.18303], [-4.74137, -2.12780, -1.77790], [-4.02699, -2.51702, -0.46988], [-4.29613, -1.58302, 0.71604], [-3.31300, -1.75791, 1.87603], [-3.63112, -2.98173, 2.72218], [-2.82328, -3.06478, 3.88258], [-1.59539, -3.72831, 3.66622], [3.90410, 1.14219, 0.87262], [4.79333, 1.21744, -0.24341], [3.54949, 2.58302, 1.22047], [2.87462, 2.73256, 2.59843], [3.19919, -0.80548, -0.83801], [3.94762, -1.93141, -0.67198], [3.15244, -3.07753, -0.99113], [5.03409, -1.74803, -1.74295], [6.38808, -3.18826, -1.74046], [4.42608, -1.64340, -3.14884], [4.93121, -0.41121, -3.89267], [9.84759, -2.72297, 1.04330], [9.20611, -3.95116, 2.13546], [8.51605, -3.75837, 0.52570], [8.13178, -1.21112, 1.49975], [7.95178, -2.14414, 2.97611], [6.20253, -0.81514, 0.50753], [5.61402, -0.93606, 2.16847], [4.33156, -3.05798, 1.12842], [1.87927, 0.38259, 1.82800], [1.32224, -2.35358, 0.84268], [0.59325, -1.50532, -0.51324], [0.19232, -1.04598, 1.17847], [1.13872, 0.40864, -1.37644], [2.18889, 1.75040, -1.03314], [-0.14713, 1.21864, 0.83944], [0.67520, 2.72859, 0.50276], [-0.36422, 1.96354, -2.00590], [-0.98111, 3.24192, -0.98650], [-2.69625, 1.91315, -0.09463], [-1.86742, 0.40884, -0.44190], [-2.31647, 1.74788, -2.96427], [-3.83316, 1.78841, -2.09968], [-2.45253, -0.85417, -2.08582], [-3.06799, -0.33289, -3.63419], [-5.25813, -0.47032, -3.05395], [-5.02818, -0.02191, -1.39068], [-4.32336, -2.73474, -2.58910], [-5.80075, -2.39433, -1.70557], [-2.94899, -2.59767, -0.63211], [-4.37633, -3.51819, -0.19959], [-4.26515, -0.54271, 0.40159], [-5.30617, -1.78002, 1.09763], [-3.29633, -0.86720, 2.50785], [-2.30787, -1.86551, 1.46860], [-3.49973, -3.89029, 2.11817], [-4.67035, -2.95958, 3.06385], [-0.89332, -3.39638, 4.42780], [-1.16690, -3.48826, 2.69392], [-1.71910, -4.81656, 3.73610], [4.50747, 0.76794, 1.70391], [2.94219, 3.04557, 0.44200], [4.49413, 3.13900, 1.23049], [3.30921, 3.55322, 3.17125], [2.97959, 1.81709, 3.18256], [1.80827, 2.89482, 2.49840], [3.76217, -3.78217, -1.24548], [5.56617, -0.83040, -1.51500], [3.34292, -1.59224, -3.05371], [4.65390, -2.53610, -3.73069], [5.99707, -0.48730, -4.11917], [4.75876, 0.48690, -3.29795], [4.40110, -0.28874, -4.83977], [-6.57848, 1.16932, -6.67873], [-7.27390, 1.07570, -5.32938], [-8.64339, 1.73757, -5.34999], [-6.45882, 1.62976, -4.30221], [-6.42088, 2.21770, -6.94844], [-5.60480, 0.68138, -6.63972], [-7.17331, 0.70177, -7.46499], [-7.38495, 0.02512, -5.05297], [-8.54293, 2.80154, -5.58365], [-9.12400, 1.64971, -4.37571], [-9.29126, 1.28453, -6.10207], [-6.32096, 2.56346, -4.49567], [0.03135, 4.97156, 5.88467], [-0.66192, 4.17478, 4.78876], [-2.00119, 3.62060, 5.25242], [0.17911, 3.13458, 4.31140], [0.23527, 4.32694, 6.74471], [0.98249, 5.36355, 5.52443], [-0.58706, 5.80503, 6.22313], [-0.82031, 4.81875, 3.92092], [-1.85381, 2.93841, 6.09473], [-2.47911, 3.06222, 4.44763], [-2.67301, 4.41876, 5.57380], [0.35445, 2.52571, 5.03757]], "mulliken_charge": [-1.03, -0.31, -0.29, -1.64, 0.36, -0.98, 0.51, -1.09, -1.82, -0.20, -1.37, 0.12, -0.99, -0.52, -0.28, -1.27, -0.51, -0.34, 0.28, -0.71, -0.41, -0.57, -0.07, -0.46, -0.77, -0.94, -0.19, 0.10, -0.63, -0.31, -0.15, -0.23, -1.34, 0.32, 0.29, 0.25, 0.31, 0.32, 0.46, 0.60, 0.34, 0.28, 0.55, 0.15, 0.36, 0.70, 0.85, 0.33, 0.17, 0.58, 0.28, 0.31, -0.10, 0.56, 0.35, 0.32, 0.43, -0.05, 0.46, 0.34, 0.41, 0.27, 0.43, 0.12, 0.35, 0.35, -0.50, 0.42, 0.31, 0.26, 0.24, 0.27, 0.18, 0.39, 0.47, 0.44, 0.23, 0.05, 0.53, 0.42, 0.15, 0.51, 0.32, 0.25, 0.42, -1.31, 0.55, -1.41, -0.49, 0.33, 0.31, 0.39, 0.25, 0.35, 0.34, 0.38, 0.31, -1.35, 0.50, -1.32, -0.42, 0.34, 0.31, 0.39, 0.23, 0.36, 0.30, 0.38, 0.26]}

***

Record 2
{"formula": "C10H40F2NO14S2", "method": "wB97M-V/def2-TZVPD", "orbital_gap_ha": 0.3613, "largest_force_ev_per_a": 7.743, "homo_energy_ev": -7.39, "total_charge": -1, "spin_multiplicity": 1, "symbols": ["N", "S", "O", "O", "F", "S", "O", "O", "F", "C", "O", "H", "H", "H", "H", "C", "O", "H", "H", "H", "H", "C", "O", "H", "H", "H", "H", "C", "O", "H", "H", "H", "H", "C", "O", "H", "H", "H", "H", "C", "O", "H", "H", "H", "H", "C", "O", "H", "H", "H", "H", "C", "O", "H", "H", "H", "H", "C", "O", "H", "H", "H", "H", "C", "O", "H", "H", "H", "H"], "positions_angstrom": [[0.72770, 1.14919, -0.53465], [0.98021, 1.36218, 0.93274], [1.98017, 0.48921, 1.55971], [-0.17652, 1.91581, 1.59146], [1.84358, 2.72918, 0.72055], [-0.27096, -0.19263, -0.44804], [-1.67266, 0.02186, -0.14656], [0.33558, -1.47470, -0.04806], [-0.29388, -0.40692, -2.04575], [-3.02429, 0.75094, 2.77129], [-3.68341, 1.27135, 1.61552], [-3.69394, 0.26894, 3.48357], [-2.52193, -0.18004, 2.50862], [-2.32406, 1.38375, 3.31657], [-3.08775, 1.34825, 0.86660], [2.86946, -3.04336, 1.66767], [3.29049, -3.26299, 2.99648], [3.65111, -3.34819, 0.97184], [1.99841, -3.62169, 1.35960], [2.72811, -1.96919, 1.54809], [3.81179, -2.53734, 3.34758], [-3.79305, 1.41030, -2.25926], [-4.41969, 2.58015, -1.80717], [-3.99827, 1.08004, -3.27755], [-2.71630, 1.57965, -2.25356], [-4.00567, 0.61514, -1.54469], [-5.32280, 2.25610, -1.77591], [-1.01378, 4.24423, -0.85020], [-0.43990, 3.32288, -1.76549], [-1.60790, 3.64637, -0.15905], [-0.19706, 4.73584, -0.32162], [-1.50842, 5.05068, -1.39154], [-0.11036, 2.54748, -1.30532], [-5.15696, -1.19784, 0.19057], [-5.26745, -2.40927, -0.54783], [-5.42606, -0.29589, -0.35913], [-5.65422, -1.09839, 1.15542], [-4.09255, -0.99977, 0.31663], [-5.09560, -3.13294, 0.05912], [-2.23621, -3.88016, 0.23222], [-3.33947, -4.61118, 0.72364], [-2.55202, -3.38346, -0.68520], [-1.87756, -3.18210, 0.98865], [-1.35057, -4.51550, 0.24052], [-3.50752, -5.35510, 0.14060], [3.61060, 0.26765, -1.75192], [3.16211, 1.57618, -1.82007], [4.06123, 0.01397, -0.79241], [2.89121, -0.55011, -1.79478], [4.36585, 0.00518, -2.49273], [2.32301, 1.65534, -1.36045], [4.85509, -0.26690, 3.05521], [5.34246, -1.54599, 3.55138], [4.37690, -0.22037, 2.07681], [4.11491, 0.06887, 3.78151], [5.72612, 0.38819, 3.03898], [6.25063, -1.65966, 3.26170], [0.82024, -4.18533, -1.82676], [1.39173, -3.29253, -2.64285], [0.53320, -5.08998, -2.36277], [1.33512, -4.42499, -0.89640], [-0.14131, -3.75397, -1.54846], [1.83242, -2.70969, -2.02020], [2.73907, 5.46461, -1.40077], [1.80912, 5.38910, -2.38712], [3.46691, 4.65394, -1.43510], [3.15893, 6.46917, -1.34922], [2.13146, 5.25201, -0.52116], [1.06524, 4.83448, -2.14088]], "nbo_charge": [-1.18, 2.45, -0.90, -0.91, -0.53, 2.40, -0.90, -0.89, -0.50, -0.26, -0.75, 0.17, 0.17, 0.18, 0.49, -0.25, -0.76, 0.14, 0.17, 0.19, 0.49, -0.26, -0.70, 0.15, 0.19, 0.16, 0.45, -0.26, -0.77, 0.19, 0.15, 0.18, 0.49, -0.26, -0.74, 0.17, 0.17, 0.18, 0.48, -0.27, -0.74, 0.19, 0.20, 0.17, 0.46, -0.24, -0.73, 0.15, 0.15, 0.17, 0.49, -0.26, -0.75, 0.20, 0.19, 0.17, 0.47, -0.24, -0.70, 0.16, 0.16, 0.16, 0.47, -0.23, -0.75, 0.17, 0.16, 0.16, 0.49]}

***

Record 3
{"formula": "C37H91N6Na2O15", "method": "wB97M-V/def2-TZVPD", "orbital_gap_ha": 0.2565, "largest_force_ev_per_a": 5.064, "homo_energy_ev": -10.38, "total_charge": 1, "spin_multiplicity": 1, "symbols": ["Na", "Na", "O", "C", "O", "O", "H", "C", "O", "C", "C", "N", "C", "C", "O", "C", "H", "H", "H", "H", "H", "H", "H", "H", "H", "H", "H", "H", "H", "H", "H", "C", "O", "C", "C", "N", "C", "C", "O", "C", "H", "H", "H", "H", "H", "H", "H", "H", "H", "H", "H", "H", "H", "H", "H", "C", "O", "C", "C", "N", "C", "C", "O", "C", "H", "H", "H", "H", "H", "H", "H", "H", "H", "H", "H", "H", "H", "H", "H", "C", "O", "C", "C", "N", "C", "C", "O", "C", "H", "H", "H", "H", "H", "H", "H", "H", "H", "H", "H", "H", "H", "H", "H", "C", "O", "C", "C", "N", "C", "C", "O", "C", "H", "H", "H", "H", "H", "H", "H", "H", "H", "H", "H", "H", "H", "H", "H", "C", "O", "C", "C", "N", "C", "C", "O", "C", "H", "H", "H", "H", "H", "H", "H", "H", "H", "H", "H", "H", "H", "H", "H"], "positions_angstrom": [[0.79754, 0.13574, 3.37495], [0.12845, -3.39641, 1.54800], [1.17545, 0.34367, -0.74487], [0.93586, 0.19875, 0.53116], [0.92801, 1.21943, 1.26757], [0.77741, -0.96373, 1.02876], [1.39263, 1.24686, -0.50257], [-3.31922, -3.40061, 1.47876], [-2.16423, -3.67396, 0.78359], [-2.15045, -2.93772, -0.46208], [-0.99477, -3.39126, -1.47669], [0.36426, -3.06571, -1.00964], [1.41966, -3.42005, -2.00346], [1.42716, -4.86967, -2.41053], [2.78648, -5.25396, -2.75718], [2.80963, -6.52664, -3.35884], [-3.35913, -2.40664, 1.92435], [-3.34757, -4.15588, 2.26416], [-4.23339, -3.61161, 0.92391], [-2.07723, -1.88369, -0.19421], [-3.07744, -3.09669, -1.01299], [-1.22967, -2.95507, -2.44760], [-1.08863, -4.47614, -1.52497], [0.55802, -2.08503, -0.86525], [2.34086, -3.21834, -1.45682], [1.36688, -2.75617, -2.86635], [0.85433, -4.96067, -3.33339], [1.05706, -5.47193, -1.58083], [3.76807, -6.69412, -3.85019], [2.05332, -6.67478, -4.12965], [2.54234, -7.31704, -2.65746], [7.14760, -0.93854, 6.96943], [7.04813, -0.26338, 5.74345], [6.71218, 1.08404, 5.78222], [6.69736, 1.68268, 4.41699], [5.49684, 1.23380, 3.68176], [5.41645, 2.00865, 2.47658], [4.70198, 1.26523, 1.38836], [5.53202, 0.28320, 0.83316], [4.78940, -0.54544, -0.09400], [7.87815, -0.50641, 7.65329], [7.45616, -1.97623, 6.84264], [6.23199, -1.01365, 7.55603], [7.41901, 1.66261, 6.37699], [5.73742, 1.21294, 6.25267], [7.57241, 1.38572, 3.83890], [6.70706, 2.77008, 4.49160], [5.51895, 0.23603, 3.52663], [6.39173, 2.33724, 2.11748], [4.89455, 2.93093, 2.73177], [4.48312, 2.03701, 0.65041], [3.81698, 0.79173, 1.81339], [4.16594, -0.03474, -0.82789], [4.15912, -1.19728, 0.51094], [5.52434, -1.16478, -0.60817], [2.76440, 1.40525, -4.75192], [1.37633, 1.41821, -5.04058], [0.81778, 0.17778, -4.67141], [-0.68051, 0.11666, -5.00548], [-0.93259, 0.21427, -6.43259], [-2.35670, 0.42199, -6.62629], [-2.65477, 0.59719, -8.11867], [-1.95129, 1.74983, -8.60563], [-1.94374, 1.84004, -10.02036], [2.93984, 1.40115, -3.67614], [3.32101, 2.24967, -5.15841], [3.23069, 0.51683, -5.17783], [0.95383, 0.21399, -3.59053], [1.31434, -0.71173, -5.05908], [-1.12240, 0.96233, -4.47851], [-1.22343, -0.75387, -4.63735], [-0.40227, 1.05709, -6.60140], [-2.84249, 1.24349, -6.09973], [-2.83762, -0.50830, -6.32404], [-3.71343, 0.52528, -8.36803], [-2.31144, -0.23600, -8.73187], [-2.90325, 1.83706, -10.53749], [-1.40397, 1.07425, -10.57741], [-1.47536, 2.77706, -10.32154], [-3.87924, -5.63590, -2.84229], [-3.97151, -4.29996, -3.28225], [-5.18244, -3.64078, -3.13862], [-4.98445, -2.14301, -3.56997], [-4.33680, -1.44669, -2.41792], [-4.05080, -0.05977, -2.80651], [-3.18661, 0.57318, -1.70682], [-2.85075, 1.91181, -2.04931], [-2.10579, 2.62983, -1.14439], [-2.83025, -5.88732, -2.99876], [-4.50658, -6.31387, -3.42099], [-4.17071, -5.78540, -1.80267], [-5.46044, -3.61520, -2.08498], [-5.98473, -4.03807, -3.76040], [-5.88228, -1.69571, -3.99649], [-4.27959, -2.20608, -4.39900], [-5.12745, -1.40609, -1.79076], [-5.01029, 0.45608, -2.76980], [-3.63236, -0.09476, -3.81240], [-2.27113, -0.01645, -1.65847], [-3.71867, 0.55310, -0.75571], [-1.41316, 2.06884, -0.51697], [-2.73027, 3.15361, -0.42067], [-1.52300, 3.37987, -1.67908], [5.96545, -2.35822, 4.07602], [5.04908, -1.52886, 3.34922], [3.64595, -1.81698, 3.68443], [3.26349, -0.94074, 4.86210], [2.94716, 0.46742, 4.47327], [2.59859, 1.34209, 5.57695], [1.29625, 0.99781, 6.27518], [0.28725, 1.48816, 5.35099], [-0.94372, 1.62446, 6.02469], [5.90407, -3.38124, 3.70486], [5.83768, -2.35788, 5.15850], [6.93399, -1.94515, 3.79423], [3.55674, -2.86988, 3.95192], [3.05874, -1.62791, 2.78580], [4.13703, -0.83711, 5.50575], [2.50340, -1.33732, 5.53522], [3.82553, 0.71821, 4.04237], [2.63850, 2.41667, 5.39864], [3.39820, 1.20728, 6.30535], [1.21271, 1.43297, 7.27105], [1.14766, -0.07291, 6.41509], [-1.70059, 1.98389, 5.32751], [-0.87277, 2.33318, 6.84980], [-1.20074, 0.61619, 6.34940], [-2.42287, 0.99837, 2.09709], [-3.64388, 1.80148, 2.05927], [-3.90873, 2.58091, 3.19363], [-5.25856, 3.28969, 2.99628], [-5.35281, 4.11812, 1.76065], [-5.01555, 5.54433, 1.96998], [-5.14322, 6.38969, 0.68760], [-4.01225, 6.25632, -0.15191], [-4.00720, 7.11505, -1.21574], [-2.39872, 0.45086, 3.03930], [-1.48886, 1.55566, 2.02524], [-2.53137, 0.25059, 1.31150], [-3.09096, 3.29716, 3.27309], [-3.94033, 1.86307, 4.01328], [-5.43539, 3.83527, 3.92319], [-5.96774, 2.46321, 2.95061], [-4.62674, 3.74027, 1.16892], [-4.01575, 5.68135, 2.38197], [-5.78212, 5.78013, 2.70814], [-5.20505, 7.41293, 1.05807], [-6.10337, 6.16289, 0.22418], [-3.12305, 6.89213, -1.81297], [-4.04544, 8.16444, -0.92347], [-4.78397, 7.00881, -1.97300]], "mulliken_charge": [0.64, 0.86, -0.02, 0.63, -1.03, -0.40, 0.23, -0.66, -0.49, 0.84, -0.96, 0.54, -0.51, -0.59, -0.34, -0.78, 0.18, 0.34, 0.24, -0.53, 0.11, 0.41, 0.46, -0.44, 0.37, 0.23, 0.37, 0.28, 0.27, 0.32, 0.31, -0.95, -0.26, -0.47, -0.90, -0.02, -1.54, 0.68, -0.51, -0.51, 0.37, 0.29, 0.35, 0.56, 0.07, 0.40, 0.53, 0.10, 0.48, 0.43, 0.61, -0.37, 0.25, 0.05, 0.37, -0.60, -0.41, -0.24, -0.50, -0.38, -0.10, -0.90, -0.29, -0.86, 0.11, 0.30, 0.34, 0.06, 0.43, 0.29, 0.25, 0.35, 0.25, 0.10, 0.47, 0.39, 0.32, 0.35, 0.27, -0.78, -0.28, -0.56, -0.72, -0.02, -0.48, 0.47, -0.47, 0.12, 0.18, 0.36, 0.32, 0.19, 0.56, 0.46, 0.22, 0.21, 0.38, -0.29, -0.14, 0.30, -0.20, -0.14, 0.34, -0.98, -0.26, 0.03, -0.84, 0.52, -0.54, -0.89, -0.18, -0.66, 0.35, 0.29, 0.36, 0.46, -0.51, 0.27, 0.63, -0.28, 0.47, 0.23, 0.61, 0.31, -0.05, 0.32, 0.40, -0.52, -0.30, -0.41, -0.92, -0.33, -0.52, -0.73, -0.21, -0.82, 0.45, 0.43, -0.21, 0.30, 0.36, 0.42, 0.31, 0.23, 0.27, 0.49, 0.43, 0.35, 0.25, 0.33, 0.34]}